1.
The molecule C2H7OP in a non-equilibrium geometry. Source: the OMol25 dataset; level of theory: ωB97M-V/def2-TZVPD.

Element x y z (Å)
C  0.25646  1.43838  0.18205
C  0.37722  -1.49434  0.15690
O  -2.17564  0.04532  0.11946
P  -0.80183  0.04003  -0.37150
H  -0.10774  1.78327  1.14634
H  1.28757  1.10905  0.29701
H  0.22624  2.26189  -0.52531
H  0.50560  -1.40123  1.22656
H  -0.18212  -2.39766  -0.07558
H  1.30458  -1.44938  -0.38935
H  -0.69033  0.06467  -1.76657

- HOMO-LUMO gap (spin up / spin down) (eV) = 4.4 / 7.5
- 2S+1 = 3
- expectation value of S² = 2.01
- E_HOMO (spin up / spin down) (eV) = -3.3 / -11.5
- max |F| (eV Å⁻¹) = 6.79
- relative energy (zero: lowest compared OMol25 entry of this formula, charge and spin) (eV) = 0.8674

2.
The molecule C3H6N2O in a non-equilibrium geometry. Source: the OMol25 dataset; level of theory: ωB97M-V/def2-TZVPD.

Element x y z (Å)
C  0.50458  0.18540  0.20678
C  -0.60658  -0.36630  1.10354
C  0.43239  -0.83700  -0.89659
H  -0.52911  1.46963  -1.01479
H  1.01936  1.86936  -0.73573
H  1.44574  0.14222  0.77728
H  -1.19554  0.44778  1.62112
H  -0.18963  -1.08101  1.85638
H  1.07459  -0.75786  -1.85675
N  0.20689  1.49297  -0.23089
N  -0.70396  -1.45662  -0.98720
O  -1.45874  -1.10858  0.15685

- HOMO-LUMO gap (eV) = 10.5
- E_HOMO (eV) = -9.6
- max |F| (eV Å⁻¹) = 3.40
- SMILES string = N[C@@H]1C=NOC1
- relative energy (zero: lowest compared OMol25 entry of this formula, charge and spin) (eV) = 3.1295

3.
A structure of composition C25H22CaClP. Source: the OMol25 dataset; level of theory: ωB97M-V/def2-TZVPD.

Element x y z (Å)
Ca  0.59971  1.49952  1.14796
C  0.34478  4.99683  -0.44356
C  1.10638  4.21357  0.58545
C  2.27456  3.51640  0.24110
C  3.01350  2.82126  1.19804
C  2.57004  2.77490  2.52546
C  1.41906  3.47667  2.88844
C  0.69441  4.18665  1.92409
H  0.72940  6.01766  -0.48544
H  -0.71449  5.06011  -0.19740
H  0.45573  4.56566  -1.43781
H  2.61984  3.53952  -0.78636
H  3.91187  2.28622  0.91438
H  3.09395  2.17586  3.26069
H  1.06254  3.42835  3.91056
H  -0.20490  4.71333  2.22237
Cl  -2.06444  1.59033  0.37746
C  -2.75191  -0.07998  0.58288
C  -4.11144  -0.10605  0.79560
C  -4.71450  -1.35357  0.92486
C  -3.95374  -2.50734  0.83110
C  -2.58705  -2.43219  0.60861
C  -1.94065  -1.20069  0.47219
P  -0.13874  -1.10351  0.24937
C  0.49958  -2.77573  0.36851
C  0.63787  -3.58154  -0.76169
C  1.11356  -4.87594  -0.62786
C  1.44206  -5.36962  0.62751
C  1.30337  -4.57019  1.75523
C  0.83957  -3.27116  1.62767
C  0.10694  -0.47050  -1.42724
C  -0.85211  -0.49221  -2.43512
C  -0.58211  0.10630  -3.65733
C  0.63624  0.73512  -3.87985
C  1.59995  0.76545  -2.88033
C  1.33121  0.17054  -1.65518
H  -4.68736  0.80534  0.85813
H  -5.78014  -1.41148  1.09713
H  -4.42726  -3.47399  0.93001
H  -2.00508  -3.34229  0.54111
H  0.38329  -3.20200  -1.74380
H  1.22651  -5.50003  -1.50355
H  1.81167  -6.38102  0.72755
H  1.56232  -4.95527  2.73177
H  0.73798  -2.65340  2.51367
H  -1.80708  -0.97526  -2.26743
H  -1.32436  0.08025  -4.44339
H  0.83687  1.19309  -4.83877
H  2.55956  1.22998  -3.06434
H  2.12306  0.13609  -0.90251

- HOMO-LUMO gap (eV) = 7.9
- E_HOMO (eV) = -14.4
- max |F| (eV Å⁻¹) = 0.61
- charge = +2

4.
A cluster of 2 separate species, C14H22BClN3O3PS in total in a non-equilibrium geometry. Source: the OMol25 dataset; level of theory: ωB97M-V/def2-TZVPD.

Element x y z (Å)
C  2.51844  0.13658  2.51119
C  3.23439  0.76177  1.21758
N  2.35960  0.52976  0.05747
C  2.42628  -0.63525  -0.71373
P  3.52424  -2.13060  -0.60011
O  3.35662  -2.90240  -2.03050
O  3.07223  -3.18488  0.59612
S  5.40214  -1.71199  -0.32076
N  1.47388  -0.48811  -1.67407
N  0.86155  0.66417  -1.48133
C  -0.23580  0.98133  -2.41804
C  -1.67944  0.58348  -1.90994
C  -1.84748  0.47958  -0.34607
C  -3.04323  -0.48085  0.03030
C  -2.94037  -1.94062  -0.16656
C  -4.08412  -2.75042  0.25376
C  -5.27900  -2.14314  0.85744
C  -5.38216  -0.69767  1.02461
C  -4.24212  0.11877  0.60843
C  1.38702  1.38460  -0.41135
B  0.88710  2.81993  0.09134
C  1.64785  3.78366  1.11342
O  -0.37142  3.24182  -0.40345
H  2.80631  0.65998  3.45234
H  2.80232  -0.94639  2.53273
H  1.41129  0.17101  2.30634
H  3.39912  1.84666  1.42744
H  4.23135  0.25843  1.13921
H  2.85473  -3.79104  -1.88135
H  3.83138  -3.36906  1.18492
H  -0.13056  2.04654  -2.74392
H  -0.03909  0.36590  -3.34055
H  -2.07214  -0.33767  -2.42324
H  -2.36975  1.41153  -2.24537
H  -0.95712  0.07831  0.20026
H  -2.13105  1.47993  0.05950
H  -2.01856  -2.38858  -0.61906
H  -4.02828  -3.86010  0.14600
H  -6.12326  -2.79446  1.19751
H  -6.27529  -0.21407  1.48770
H  -4.28270  1.22875  0.75302
H  1.28047  4.84659  1.01121
H  1.40425  3.49763  2.18102
H  2.75883  3.83342  0.97386
H  -0.83800  3.54430  0.40367
Cl  1.43954  -3.98716  -3.08895

- HOMO-LUMO gap (eV) = 4.7
- E_HOMO (eV) = -6.7
- max |F| (eV Å⁻¹) = 5.30

5.
A cluster of 2 separate species, C15H12Cl2NO4 in total in a non-equilibrium geometry. Source: the OMol25 dataset; level of theory: ωB97M-V/def2-TZVPD.

Element x y z (Å)
Cl  -3.08800  -1.68508  0.08232
C  -2.13982  -0.40348  0.69354
C  -1.31550  -0.56866  1.75260
C  -0.41605  0.48513  2.25045
O  0.29778  0.33997  3.24361
C  -0.46616  1.75076  1.44764
Cl  0.71328  2.92181  1.83575
C  -1.39687  1.96288  0.49229
C  -2.27804  0.90854  -0.02651
O  -3.03964  1.08661  -0.98139
H  -1.30121  -1.52380  2.26892
H  -1.46254  2.94653  0.03575
C  -1.23559  6.57632  4.40698
C  -1.06574  6.28762  2.93753
O  -2.33745  5.75796  2.49169
C  -2.39477  5.42357  1.17044
C  -3.66195  4.80185  0.84981
C  -4.09049  4.56292  -0.45642
C  -3.32614  4.92528  -1.61786
C  -3.75802  4.51051  -2.87610
N  -4.89803  3.84808  -3.06725
C  -5.65823  3.52437  -2.01655
C  -5.32237  3.86831  -0.70680
O  -1.43961  5.62339  0.41261
H  -0.27246  6.79394  4.86577
H  -1.88851  7.43840  4.56524
H  -1.67372  5.71668  4.91873
H  -0.82961  7.20191  2.37312
H  -0.27931  5.53209  2.79151
H  -4.31413  4.53218  1.67174
H  -2.38558  5.45188  -1.50983
H  -3.13934  4.72010  -3.75060
H  -6.57217  2.95372  -2.21186
H  -5.96212  3.57369  0.12923

- HOMO-LUMO gap (eV) = 3.5
- E_HOMO (eV) = -3.0
- max |F| (eV Å⁻¹) = 2.42
- relative energy (zero: lowest compared OMol25 entry of this formula, charge and spin) (eV) = 0.0124
- charge = -1

6.
The molecule C3H4N2O2 in a non-equilibrium geometry. Source: the OMol25 dataset; level of theory: ωB97M-V/def2-TZVPD.

Element x y z (Å)
C  0.67845  -0.02724  -0.05908
C  0.25093  1.24947  -0.06062
C  -1.37394  -0.10285  0.00066
H  2.12068  -1.50263  -0.00355
H  2.66670  0.08466  0.50201
H  0.59440  2.30451  -0.15984
H  -2.82385  -1.38112  -0.01379
N  2.00571  -0.46440  -0.12674
N  -0.35130  -0.91784  -0.00660
O  -1.10059  1.16197  -0.00299
O  -2.66720  -0.40451  -0.06946

- HOMO-LUMO gap (eV) = 8.8
- E_HOMO (eV) = -8.0
- max |F| (eV Å⁻¹) = 2.53
- SMILES string = Nc1coc(O)n1
- relative energy (zero: lowest compared OMol25 entry of this formula, charge and spin) (eV) = 1.8740

7.
A structure of composition C12H45N14NiO14 in a non-equilibrium geometry. Source: the OMol25 dataset; level of theory: ωB97M-V/def2-TZVPD.

Element x y z (Å)
Ni  -0.37761  -2.96101  -2.10578
O  1.16494  -0.75911  0.69288
C  0.45154  -0.32357  -0.33714
O  0.03337  -1.20841  -1.12619
O  0.19026  0.88381  -0.42862
H  1.33954  0.12580  1.02160
C  4.97814  -0.69008  0.97530
O  4.99346  -1.48573  2.09358
H  3.91700  -0.53941  0.77683
H  5.43725  0.25263  1.27297
H  5.53741  -1.19997  0.19087
H  4.43893  -1.12062  2.78697
C  -0.31898  3.32206  -2.65754
O  -1.08393  2.12128  -2.42307
H  -0.09383  4.07276  -1.90001
H  0.68498  2.92286  -2.80173
H  -0.68066  3.85037  -3.53968
H  -0.65642  1.67393  -1.68909
C  -3.49616  0.63147  0.22118
O  -3.90036  1.00271  1.55201
H  -2.40782  0.59022  0.17746
H  -3.87191  -0.36204  -0.02345
H  -3.95525  1.43334  -0.35705
H  -4.76983  0.65669  1.76623
C  1.55711  2.37117  2.71134
O  1.45346  1.02833  3.10104
H  2.37372  2.53053  2.00717
H  0.61530  2.69661  2.26955
H  1.73442  2.90967  3.64230
H  2.30207  0.79178  3.48248
C  -3.26178  -1.63130  -2.61411
O  -2.20882  -2.19069  -2.68888
N  -4.32916  -2.18069  -2.05855
N  -3.53765  -0.35525  -2.94786
H  -5.14526  -1.61583  -1.87142
H  -4.27348  -3.16567  -1.84219
H  -2.70999  0.13638  -3.25344
H  -4.46588  0.03901  -2.89270
C  3.38384  2.54301  -0.59398
O  3.56285  1.37974  -0.59260
N  4.24001  3.46488  -0.30991
N  2.19822  3.05446  -0.58103
H  4.11451  4.46672  -0.33579
H  5.14486  3.08373  -0.07313
H  1.44213  2.39034  -0.49509
H  2.11208  3.92437  -0.07513
C  2.64430  -3.80271  -1.20483
O  1.44051  -3.69822  -1.50556
N  3.53685  -4.22284  -2.00628
N  3.15789  -3.43979  -0.10566
H  3.29581  -4.59942  -2.91192
H  4.46318  -4.35366  -1.62563
H  4.14768  -3.35268  0.07553
H  2.53876  -2.94049  0.51681
C  0.15844  -1.30973  -4.59287
O  0.28439  -2.28145  -3.89999
N  -0.02097  -1.29952  -5.88867
N  0.06915  -0.12424  -4.06567
H  -0.18404  -0.37361  -6.25772
H  0.01360  -2.16582  -6.40677
H  -0.33195  0.64095  -4.58883
H  -0.08599  -0.17336  -3.06887
C  -1.64356  -3.65716  0.64048
O  -1.04911  -3.84099  -0.38495
N  -2.64363  -4.39198  1.07356
N  -1.51348  -2.68115  1.42108
H  -2.96611  -4.42199  2.03022
H  -3.05020  -4.97883  0.35913
H  -0.73874  -2.08228  1.17363
H  -1.86049  -2.60323  2.36639
C  -1.23651  -0.96215  4.10751
O  -2.21974  -1.66049  4.17405
N  -1.13839  0.02451  3.21260
N  -0.14053  -1.14092  4.73869
H  -0.20892  0.38174  3.04359
H  -1.94059  0.31030  2.66956
H  0.50762  -0.36651  4.75558
H  -0.07748  -1.89111  5.41200
C  -1.66711  4.38541  2.30617
O  -0.64711  4.96370  2.22523
N  -2.75346  4.90152  2.71577
N  -1.88797  3.11439  2.03144
H  -2.72054  5.90315  2.84127
H  -3.59429  4.36903  2.88770
H  -1.09511  2.74564  1.52598
H  -2.69885  2.51454  2.08398

- HOMO-LUMO gap (spin up / spin down) (eV) = 9.6 / 8.9
- 2S+1 = 3
- expectation value of S² = 2.00
- E_HOMO (spin up / spin down) (eV) = -11.5 / -11.5
- max |F| (eV Å⁻¹) = 7.00
- charge = +1

> What is the max |F| in the sixth record?

2.53 eV Å⁻¹

> The lowest max |F| belongs to which entry?

C25H22CaClP